# 1
49
Properties=species:S:1:pos:R:3:forces:R:3 method="wB97M-V/def2-TZVPD" relative_energy_kcal_mol=156.7 homo_lumo_gap_ev=10.578 total_charge=+1 mol_weight_g_mol=289.25 homo_energy_ev=-13.35
O -2.4538 -1.0608 -1.9174 -1.986 -1.460 -0.307
H -1.5183 -1.1792 -1.9911 1.233 -0.139 -0.431
H -2.7696 2.5568 -0.7622 2.645 -1.180 0.965
O -2.4163 -3.3180 3.3299 2.188 3.735 0.305
H 0.1565 1.2932 0.0636 0.802 -0.297 1.613
H -3.1082 0.6830 2.8469 4.375 -0.070 1.687
O 0.8116 0.8279 0.6519 0.271 -0.100 0.651
H 0.7725 -0.7937 0.6496 0.063 -1.528 2.236
H 0.2879 2.2096 -2.2193 -1.640 -1.550 -0.847
O -1.2473 -2.5535 0.6658 2.246 -3.587 2.909
H -1.1435 -3.0261 1.6253 -2.006 1.335 -3.256
H 0.7295 4.5310 1.8649 2.178 0.511 -1.385
O 2.1472 -3.9214 1.5741 2.847 -3.566 2.439
H -2.4327 -4.2095 3.4545 -0.766 -3.805 0.305
H 3.1575 -3.8931 1.7155 -2.031 0.933 -0.890
O -0.7445 -1.4084 4.4564 0.544 -1.308 2.961
H -0.5047 -1.8181 5.3797 -0.090 1.420 -2.547
H -1.1960 1.6735 -2.9097 2.224 -0.323 1.735
O 2.2260 -2.1060 -0.7272 -0.164 0.526 -0.635
H 1.5045 3.3589 -0.8167 1.498 -1.188 -2.926
H 2.8425 -1.4605 -1.1387 -0.779 -0.665 0.265
O 0.9687 5.6290 -1.7450 -0.347 0.217 1.959
H -1.1760 2.1932 -0.8268 0.675 0.349 -1.998
H 1.0595 5.5735 -0.7465 0.082 0.335 -1.375
O -0.4555 1.4738 -2.2250 0.851 1.839 -1.601
H -2.8578 -1.8793 -2.3387 0.879 1.596 0.736
O -3.9746 0.8747 2.7043 -3.243 -0.514 -1.766
H 1.1154 -0.7298 -2.7816 1.091 -0.173 -0.396
H -4.0201 0.2857 1.9256 -1.110 0.635 0.041
O 0.5440 -1.4627 -2.9478 -3.223 -1.710 1.296
H 0.8787 -2.3708 -3.0972 0.624 1.672 -0.193
H 2.6496 -0.1928 -4.4783 -0.413 -2.041 -0.230
O 0.7917 -1.6379 1.3881 -2.890 4.500 1.880
H -1.9627 -1.9806 0.5483 -2.258 1.191 0.157
H 3.1442 -1.6895 -4.4944 0.206 0.212 -0.190
O 1.4644 4.6844 1.1717 0.421 -0.331 1.983
H 2.3840 4.7629 1.6241 -2.692 -0.215 -0.817
H 1.0949 -2.4534 1.0782 1.534 -2.487 -1.283
O 2.3426 -1.1558 -4.4764 1.418 2.054 -0.411
H -0.1977 -1.8333 1.8120 3.387 1.361 -1.887
H -1.6277 -1.7915 4.4150 -0.243 0.002 -0.517
O -1.9559 2.1003 -0.3303 -4.291 1.061 1.752
H 2.1126 -4.8306 2.0868 -0.927 2.428 -1.534
H 1.0402 1.1876 1.5793 -1.190 -0.307 -2.564
O 1.8806 3.1842 -1.8047 -1.610 -0.691 4.169
H 0.0108 5.5351 -1.8427 0.147 0.111 -0.327
H -3.1285 -2.9507 2.8553 -1.658 -0.133 -0.760
H 1.3815 -2.0794 -1.2473 1.113 0.224 0.215
H 1.8894 4.1200 -1.9793 0.012 1.119 -1.187

# 2
10
Properties=species:S:1:pos:R:3:forces:R:3 method="wB97M-V/def2-TZVPD" smiles=c1cc2oon2c1 relative_energy_kcal_mol=178.5 homo_lumo_gap_ev=9.504 mol_weight_g_mol=97.07 homo_energy_ev=-9.03
C -1.2682 -0.0299 -0.0085 -0.058 -0.309 -0.104
C -0.5401 1.1877 0.0020 0.157 0.504 -0.067
C 0.7371 0.7391 0.0585 4.047 -0.945 -0.113
O 2.3993 0.6625 -0.0411 -3.809 1.360 0.179
O 2.1763 -0.7477 -0.0403 0.170 -1.666 -0.067
N 0.8020 -0.5963 0.0585 0.623 1.802 0.285
C -0.4287 -1.1289 0.0061 -0.595 -0.737 -0.213
H -2.3355 -0.0917 -0.0366 -0.283 -0.033 0.117
H -0.9185 2.1827 -0.0098 -0.140 0.303 -0.012
H -0.6237 -2.1773 0.0111 -0.113 -0.280 -0.006

# 3
80
Properties=species:S:1:pos:R:3:forces:R:3 method="wB97M-V/def2-TZVPD" smiles=Fc1ccccc1.c1ccncc1.c1ccncc1.c1ccncc1.c1ccncc1.CO.CO.CO.CO homo_lumo_gap_ev=9.565 mol_weight_g_mol=540.68 homo_energy_ev=-9.10
F -0.8943 -2.0063 -3.8598 -0.095 0.022 0.192
C -0.7004 -3.1951 -3.2352 0.987 -0.193 0.119
C -1.6717 -4.1552 -3.2460 0.290 -1.003 -0.186
C -1.3145 -5.4425 -2.7824 -0.963 0.456 0.482
C -0.0789 -5.6997 -2.2388 1.011 0.998 1.021
C 0.8301 -4.6347 -2.1097 0.153 -0.360 -0.071
C 0.5558 -3.4089 -2.6425 -0.874 0.895 -1.304
H -2.6495 -3.9983 -3.6768 0.021 0.181 -0.033
H -2.1305 -6.1503 -2.7010 0.246 -0.315 -0.312
H 0.2694 -6.5840 -1.7203 -0.689 -0.484 -0.401
H 1.7683 -4.7472 -1.5784 0.035 -0.298 -0.177
H 1.2832 -2.6215 -2.7914 0.116 -0.008 0.566
C -0.5614 1.5004 -0.6351 0.516 0.385 -0.173
C 0.4962 1.5689 0.2615 -0.158 0.399 0.038
C 1.7258 1.0392 -0.1058 -1.025 -1.544 0.173
N 1.8525 0.3092 -1.2266 0.381 0.036 0.483
C 0.8296 0.2104 -2.0636 0.396 0.940 -0.444
C -0.3578 0.9177 -1.8746 -0.708 -0.699 0.703
H -1.5220 1.9369 -0.3911 0.018 0.038 0.073
H 0.3222 2.0403 1.2211 0.293 -0.046 0.074
H 2.4969 0.8808 0.6365 0.356 0.742 -0.195
H 1.0789 -0.3750 -2.9410 -0.525 0.066 -0.183
H -1.2284 0.9409 -2.5196 0.392 -0.384 -0.528
C -0.5847 -3.8993 0.9879 0.085 -0.846 -0.449
C -0.7878 -2.5989 0.5828 -0.144 0.510 0.872
C -0.6438 -1.5972 1.5606 0.549 -0.314 -1.402
N -0.2195 -1.8390 2.7851 -0.073 0.020 0.906
C 0.0083 -3.1017 3.1471 -0.146 -0.423 -0.675
C -0.1622 -4.1778 2.2751 0.007 0.745 0.852
H -0.7090 -4.7059 0.2739 -0.001 0.024 0.015
H -1.0298 -2.3684 -0.4446 -0.132 0.114 0.037
H -0.7131 -0.5583 1.2533 -0.277 -0.011 0.218
H 0.3657 -3.3083 4.1490 -0.008 0.316 0.097
H 0.0620 -5.1565 2.6764 -0.133 -0.199 -0.389
C -0.9603 5.1205 2.9517 0.200 0.088 -0.925
C -1.9295 4.9200 1.9617 -0.039 0.303 1.427
C -1.5374 4.7758 0.6585 0.264 -0.018 -0.846
N -0.2609 4.7864 0.2562 -0.118 -0.107 0.748
C 0.6694 4.9348 1.2045 -0.161 -0.704 -0.393
C 0.3639 5.1232 2.5379 0.053 0.065 0.581
H -1.1913 5.2848 3.9940 -0.226 -0.092 -0.001
H -2.9735 4.9058 2.2438 -0.048 -0.102 -0.191
H -2.2767 4.6061 -0.1141 -0.017 0.090 -0.013
H 1.6865 4.7275 0.8914 0.112 0.503 -0.044
H 1.1622 5.2455 3.2589 0.031 -0.036 -0.049
C 4.1726 -3.1360 0.5514 0.684 0.365 0.093
C 5.3094 -2.4438 0.9288 0.251 0.835 0.520
C 5.1825 -1.3562 1.8040 -0.247 -0.315 -1.028
N 4.0041 -0.9122 2.2235 -0.113 0.448 -0.290
C 2.9022 -1.5320 1.7819 0.191 -0.666 1.190
C 2.9510 -2.6937 1.0377 0.031 -0.496 -0.879
H 4.2816 -3.9563 -0.1459 -0.278 -0.152 0.105
H 6.3096 -2.6231 0.5571 -0.124 -0.440 -0.110
H 6.0605 -0.7640 2.0301 -0.025 -0.043 0.387
H 1.9657 -1.1869 2.2037 0.034 0.180 -0.277
H 2.0791 -3.2665 0.7446 -0.246 0.414 0.202
C -5.3618 3.3301 0.3720 -0.326 -0.064 -0.886
O -4.1029 2.7111 0.1368 0.049 0.025 0.168
H -6.1914 2.6214 0.2667 0.126 -0.116 0.349
H -5.3665 3.7800 1.3602 0.060 -0.040 0.008
H -5.5585 4.0846 -0.3988 0.096 0.256 0.314
H -4.0141 2.5846 -0.8114 -0.021 -0.087 -0.010
C 2.4245 1.6887 3.9230 -0.493 -0.287 -0.033
O 3.3700 1.8873 2.8928 -0.165 -0.059 -0.086
H 1.8993 0.7329 3.8100 0.219 -0.138 0.132
H 2.8818 1.7363 4.9137 0.007 -0.028 0.046
H 1.6134 2.4208 3.8759 0.297 0.327 -0.113
H 3.6891 0.9982 2.6487 0.118 0.111 0.116
C 0.4156 3.9264 -3.0931 0.847 0.215 0.110
O 0.8398 4.9912 -2.2610 -0.463 0.001 0.231
H -0.6010 3.6089 -2.8573 0.009 -0.239 0.028
H 0.4500 4.2076 -4.1473 -0.090 0.364 0.070
H 1.1552 3.1264 -2.9894 -0.432 -0.480 0.004
H 0.4794 4.8063 -1.3524 0.174 0.286 -0.756
C -3.8364 -1.5473 -2.5434 -0.750 0.182 0.826
O -3.6762 -1.2677 -3.9224 0.697 0.024 0.591
H -3.2582 -0.9280 -1.8425 0.226 0.245 -0.486
H -4.8790 -1.3362 -2.2904 0.032 -0.226 -0.086
H -3.6065 -2.5758 -2.2450 -0.107 -0.083 -0.342
H -2.7217 -1.1619 -4.0331 -0.219 -0.072 -0.402

# 4
56
Properties=species:S:1:pos:R:3:forces:R:3 method="wB97M-V/def2-TZVPD" relative_energy_kcal_mol=0.0 homo_lumo_gap_ev=4.129 total_charge=+1 mol_weight_g_mol=581.37 homo_energy_ev=-10.73
F -2.8013 3.3206 -2.7742 0.394 -1.719 -0.007
C -2.5602 1.9656 -2.7568 0.289 1.189 0.004
C -3.6572 1.1107 -2.7690 0.766 -0.547 0.070
C -3.3585 -0.2515 -2.7208 -1.108 -0.977 0.102
F -4.4176 -1.1360 -2.6716 1.457 1.160 -0.163
C -2.0729 -0.7662 -2.6885 0.739 0.064 0.121
C -0.9408 0.1233 -2.6711 -1.362 0.401 -0.008
C 0.3669 -0.4429 -2.5901 0.137 -0.118 -0.126
C 1.6730 0.1264 -2.6604 1.166 0.474 0.044
C 2.8076 -0.7554 -2.6442 -0.743 -0.033 0.102
C 4.0888 -0.2387 -2.7151 1.110 -0.931 -0.017
F 5.1509 -1.1176 -2.7151 -1.408 1.134 0.009
C 4.3801 1.1253 -2.7706 -0.573 -0.644 0.075
C 3.2828 1.9734 -2.7578 -0.530 1.341 0.092
F 3.5174 3.3307 -2.7536 -0.368 -1.716 -0.097
C 1.9683 1.5242 -2.7300 0.040 -0.172 0.025
C -1.2461 1.5197 -2.7142 0.094 -0.186 0.015
H -4.6719 1.4792 -2.8032 -0.034 -0.018 0.026
H -1.9071 -1.8474 -2.6732 -0.215 0.382 0.063
H 0.3718 -1.5307 -2.4664 0.031 0.230 -0.014
H 2.6400 -1.8299 -2.5603 0.219 0.263 0.026
H 5.3949 1.4976 -2.8086 -0.019 -0.029 0.007
H 1.1571 2.2355 -2.7494 0.622 0.151 0.008
H -0.4365 2.2344 -2.7042 -0.644 0.126 0.022
C -2.8830 -3.6920 2.0908 0.005 -0.002 0.000
C -1.8179 -2.6169 1.8622 0.262 -0.028 0.152
C -2.4052 -1.4899 0.9963 -0.031 -0.126 0.104
C -1.3650 -2.0606 3.2317 -0.244 -0.193 -0.480
C -0.1279 -1.1618 3.1780 0.296 0.343 0.475
O 0.0575 -0.3201 4.0538 0.115 -0.259 -0.348
C 0.7734 -1.3669 2.0679 -0.425 -0.817 -0.084
I 2.6099 -0.3803 2.1198 -1.043 0.334 0.158
C 1.9615 1.6439 2.2073 -0.229 0.486 -0.138
C 2.2919 2.4199 3.3138 0.049 0.162 -0.055
C 1.9403 3.7799 3.3309 -0.042 -0.437 -0.333
C 1.2416 4.3235 2.2503 -0.021 0.196 0.066
C 0.8628 3.5259 1.1686 0.170 -0.571 0.148
C 1.2222 2.1667 1.1458 0.126 0.423 0.185
C 0.5763 -2.3100 1.0000 0.300 0.736 0.288
O 1.2939 -2.3533 -0.0057 -0.015 -0.126 -0.381
C -0.5928 -3.2669 1.1846 -0.324 0.108 0.123
H -2.4822 -4.4952 2.7263 -0.176 0.169 -0.169
H -3.7620 -3.2583 2.5872 0.165 -0.158 -0.104
H -3.2032 -4.1309 1.1348 0.030 0.079 0.239
H -1.6661 -0.6985 0.8182 -0.140 -0.057 0.020
H -2.7408 -1.8874 0.0265 0.034 0.086 0.209
H -3.2737 -1.0539 1.5137 0.240 -0.047 -0.243
H -2.1961 -1.5071 3.6888 0.355 0.006 0.035
H -1.1409 -2.9181 3.8886 0.086 0.328 -0.087
H 2.8138 1.9748 4.1547 -0.048 0.097 -0.081
H 2.2146 4.4030 4.1848 -0.111 -0.255 -0.290
H 0.9822 5.3886 2.2548 0.086 -0.487 0.012
H 0.2875 3.9456 0.3382 0.222 -0.123 0.331
H 0.9282 1.5322 0.3175 0.031 0.002 0.004
H -0.2560 -4.0987 1.8277 0.023 0.212 -0.263
H -0.8744 -3.6875 0.2105 0.196 0.093 0.126